Entry 1:
Entry from OMol25: 19 unconnected molecules or ions with the total composition C33H104O19 at a distorted geometry (the ωB97M-V functional and the def2-TZVPD basis).

ORCA input file:
```
! RIJCOSX wB97M-V def2-TZVPD def2/J DEFGRID3
* xyz 0 1
O 0.053 0.692 2.700
H 0.338 1.273 1.994
H -0.573 1.214 3.202
O -0.678 -2.434 -4.094
H -0.967 -1.683 -3.574
H 0.236 -2.244 -4.302
O -0.947 0.065 -5.374
H -0.947 0.158 -4.422
H -0.048 -0.183 -5.591
O -0.333 -4.148 -1.523
H -0.475 -4.093 -2.468
H 0.514 -4.585 -1.433
O 2.584 -3.205 -3.832
H 2.689 -2.322 -3.480
H 2.534 -3.767 -3.058
O -0.871 -1.541 -0.506
H -0.783 -2.462 -0.754
H -0.634 -1.519 0.421
O 0.671 0.735 -0.100
H 1.280 0.006 0.026
H -0.189 0.320 -0.170
O -0.687 0.018 -2.686
H -0.613 -0.569 -1.933
H -0.388 0.866 -2.359
C -3.444 1.568 2.351
C -2.989 1.976 3.776
C -2.877 0.793 4.741
O -1.654 2.472 3.640
H -2.673 1.046 1.785
H -3.827 2.411 1.776
H -4.092 0.694 2.284
H -3.663 2.770 4.097
H -2.485 1.167 5.687
H -2.279 -0.021 4.332
H -3.871 0.408 4.971
H -1.483 3.057 4.381
C 5.457 -2.065 -1.835
C 3.985 -1.988 -1.329
C 3.877 -1.496 0.140
O 3.285 -1.016 -2.186
H 6.132 -2.843 -1.478
H 5.896 -1.081 -1.669
H 5.450 -2.340 -2.889
H 3.482 -2.951 -1.417
H 2.823 -1.368 0.385
H 4.457 -0.602 0.374
H 4.326 -2.270 0.762
H 3.732 -0.167 -2.191
C -5.270 -1.264 0.056
C -5.703 -1.725 -1.324
C -4.699 -2.564 -2.167
O -6.872 -2.624 -1.254
H -5.258 -2.000 0.860
H -5.954 -0.529 0.481
H -4.277 -0.816 0.052
H -6.151 -0.912 -1.895
H -4.413 -3.542 -1.780
H -3.758 -2.027 -2.043
H -4.796 -2.510 -3.252
H -7.084 -2.696 -0.321
C -1.323 3.534 -1.155
C -0.530 4.557 -0.304
C 0.253 3.796 0.775
O 0.444 5.219 -1.141
H -0.769 2.758 -1.683
H -1.959 4.088 -1.845
H -2.106 3.003 -0.613
H -1.267 5.198 0.179
H -0.350 3.128 1.390
H 0.823 4.435 1.450
H 1.056 3.200 0.340
H -0.001 5.716 -1.831
C 1.073 5.513 6.544
C 0.648 4.787 5.305
C 1.537 3.562 4.998
O -0.746 4.393 5.501
H 2.066 5.933 6.382
H 1.081 4.749 7.322
H 0.361 6.294 6.811
H 0.642 5.440 4.432
H 1.316 2.729 5.666
H 2.598 3.761 5.153
H 1.509 3.130 3.998
H -1.190 5.244 5.477
C 1.765 1.491 -6.379
C 2.538 0.153 -6.606
C 3.636 -0.087 -5.465
O 1.617 -0.899 -6.372
H 1.336 1.571 -5.381
H 1.038 1.789 -7.136
H 2.497 2.289 -6.506
H 3.011 0.180 -7.588
H 4.289 -0.942 -5.641
H 3.359 -0.357 -4.446
H 4.405 0.681 -5.384
H 1.962 -1.724 -6.722
C 4.201 3.550 -1.302
C 3.608 2.167 -1.663
C 2.376 2.208 -2.668
O 4.571 1.331 -2.250
H 3.496 4.253 -0.858
H 4.773 4.055 -2.081
H 4.842 3.302 -0.456
H 3.221 1.740 -0.738
H 1.527 2.673 -2.166
H 2.113 1.195 -2.973
H 2.746 2.727 -3.553
H 5.351 1.887 -2.188
C -4.333 1.363 -3.648
C -5.305 2.469 -3.135
C -5.345 2.494 -1.621
O -4.683 3.603 -3.648
H -4.052 1.400 -4.700
H -4.838 0.398 -3.624
H -3.434 1.273 -3.038
H -6.262 2.239 -3.603
H -4.386 2.527 -1.103
H -5.847 1.588 -1.283
H -5.907 3.364 -1.283
H -4.772 3.511 -4.599
C 0.009 -2.881 3.913
C 1.079 -2.693 2.839
C 1.181 -3.966 2.017
O 0.841 -1.655 1.905
H -0.922 -3.050 3.372
H -0.059 -2.034 4.597
H 0.307 -3.766 4.475
H 2.061 -2.482 3.261
H 1.134 -4.923 2.536
H 2.082 -4.066 1.411
H 0.415 -4.028 1.244
H 0.606 -0.862 2.392
C 5.651 -1.029 5.135
C 4.565 -1.239 4.140
C 4.237 0.095 3.403
O 5.014 -2.219 3.165
H 5.855 -1.872 5.795
H 5.365 -0.224 5.811
H 6.538 -0.746 4.567
H 3.693 -1.764 4.531
H 3.834 0.806 4.125
H 3.541 -0.115 2.592
H 5.093 0.599 2.954
H 4.288 -2.410 2.566
C -2.860 -4.229 1.099
C -3.284 -5.660 1.259
C -4.656 -5.913 0.626
O -2.457 -6.385 0.494
H -1.840 -4.086 1.454
H -3.490 -3.663 1.785
H -2.984 -3.904 0.066
H -3.347 -5.999 2.293
H -5.424 -5.264 1.046
H -4.940 -6.965 0.651
H -4.701 -5.721 -0.446
H -1.800 -6.862 1.006
*
```

Properties
HOMO = -9.29 eV

***

Entry 2:
Entry from OMol25: a molecular structure, C38H108N8O12 at a distorted geometry (the ωB97M-V functional and the def2-TZVPD basis).

ORCA input file:
```
! RIJCOSX wB97M-V def2-TZVPD def2/J DEFGRID3
* xyz 0 1
C -9.637 -18.714 16.185
O -8.930 -18.246 17.270
H -10.686 -18.988 16.298
H -9.824 -17.878 15.510
H -9.274 -19.561 15.604
H -8.628 -18.982 17.807
C -3.201 -17.913 14.975
O -3.270 -17.159 13.817
H -3.477 -18.943 14.752
H -2.189 -17.875 15.378
H -3.783 -17.700 15.872
H -3.661 -16.290 13.938
C -2.521 -14.338 16.872
C -3.694 -15.303 17.117
O -4.847 -14.990 16.328
H -1.832 -14.315 17.716
H -3.015 -13.367 16.843
H -2.077 -14.487 15.888
H -3.898 -15.227 18.185
H -3.496 -16.348 16.879
H -5.542 -15.539 16.698
C -8.319 -15.796 10.861
C -8.692 -15.009 12.130
O -8.934 -15.985 13.073
H -8.114 -15.024 10.120
H -9.121 -16.394 10.430
H -7.403 -16.369 11.002
H -9.582 -14.440 11.860
H -7.885 -14.355 12.459
H -9.305 -15.612 13.876
C -7.564 -10.983 12.000
C -8.923 -11.427 12.563
C -9.732 -12.519 11.753
O -9.996 -11.967 10.451
C -10.178 -12.804 9.299
N -8.663 -11.996 13.890
H -7.630 -10.835 10.922
H -6.735 -11.690 12.005
H -7.131 -10.086 12.444
H -9.494 -10.506 12.673
H -10.578 -12.960 12.280
H -8.968 -13.289 11.646
H -10.956 -13.508 9.591
H -9.221 -13.295 9.119
H -10.332 -12.122 8.463
H -8.016 -12.765 13.788
H -8.207 -11.300 14.462
C -10.986 -15.443 19.080
C -11.859 -15.500 17.782
C -11.078 -15.408 16.421
O -10.242 -14.255 16.281
C -10.776 -13.134 15.679
N -12.575 -16.796 17.733
H -10.556 -14.458 19.262
H -10.250 -16.241 18.984
H -11.683 -15.639 19.895
H -12.557 -14.676 17.931
H -11.797 -15.339 15.604
H -10.552 -16.324 16.154
H -10.438 -12.205 16.138
H -11.860 -13.041 15.735
H -10.645 -12.959 14.611
H -11.959 -17.484 18.142
H -13.341 -16.858 18.388
C -7.650 -13.501 15.569
C -8.171 -14.707 14.736
C -8.083 -16.137 15.367
O -6.633 -16.232 15.463
C -6.115 -17.359 16.218
N -9.556 -14.325 14.456
H -6.601 -13.590 15.851
H -8.277 -13.255 16.426
H -7.801 -12.527 15.103
H -7.603 -14.681 13.806
H -8.523 -16.898 14.723
H -8.685 -16.165 16.275
H -6.666 -18.275 16.007
H -6.125 -17.205 17.297
H -5.118 -17.532 15.813
H -9.538 -13.321 14.349
H -9.945 -14.440 15.382
C -3.884 -18.316 20.898
C -4.411 -17.748 19.575
C -4.922 -18.837 18.667
O -3.864 -19.644 18.174
C -4.376 -20.798 17.432
N -5.511 -16.821 19.900
H -3.341 -17.670 21.587
H -3.242 -19.170 20.682
H -4.725 -18.876 21.309
H -3.727 -17.181 18.944
H -5.257 -18.426 17.715
H -5.663 -19.433 19.199
H -4.933 -21.567 17.968
H -3.612 -21.221 16.780
H -5.047 -20.430 16.656
H -5.165 -16.189 20.608
H -5.912 -16.248 19.172
C -8.347 -14.698 19.343
C -9.012 -13.282 19.317
C -8.354 -12.321 20.319
O -8.683 -12.812 21.608
C -8.074 -12.216 22.769
N -9.044 -12.695 17.990
H -8.294 -15.143 20.337
H -7.340 -14.897 18.976
H -8.932 -15.435 18.792
H -10.076 -13.401 19.519
H -8.584 -11.264 20.187
H -7.278 -12.346 20.144
H -8.325 -11.156 22.734
H -7.003 -12.234 22.567
H -8.458 -12.588 23.718
H -9.603 -11.853 17.982
H -9.321 -13.340 17.264
C -4.961 -14.477 12.218
C -4.166 -14.419 13.549
C -4.403 -13.122 14.393
O -3.473 -12.044 13.936
C -3.444 -10.880 14.683
N -4.365 -15.670 14.316
H -4.441 -13.686 11.677
H -6.046 -14.372 12.250
H -4.765 -15.442 11.750
H -3.102 -14.387 13.314
H -4.192 -13.310 15.445
H -5.466 -12.929 14.249
H -4.059 -10.886 15.583
H -3.863 -10.135 14.008
H -2.445 -10.492 14.885
H -5.355 -15.868 14.284
H -4.085 -15.536 15.277
C -5.677 -18.766 13.727
C -6.660 -17.842 12.918
C -8.070 -18.456 13.076
O -8.050 -19.881 12.828
C -9.385 -20.327 12.913
N -6.665 -16.459 13.268
H -5.895 -18.742 14.795
H -4.645 -18.418 13.771
H -5.693 -19.794 13.365
H -6.379 -17.801 11.865
H -8.776 -17.909 12.452
H -8.522 -18.344 14.061
H -9.755 -20.456 13.931
H -9.428 -21.311 12.447
H -10.160 -19.710 12.458
H -6.443 -16.257 14.232
H -7.408 -15.874 12.915
C -7.933 -11.276 16.631
C -8.442 -9.885 16.479
C -9.055 -9.579 15.085
O -8.047 -9.808 14.081
C -6.870 -9.016 14.021
N -9.354 -9.562 17.509
H -7.593 -11.302 17.666
H -7.118 -11.309 15.909
H -8.691 -12.058 16.591
H -7.610 -9.181 16.496
H -9.381 -8.558 14.886
H -9.901 -10.263 15.023
H -6.268 -9.346 13.174
H -6.224 -9.144 14.889
H -7.165 -7.992 13.789
H -8.846 -9.604 18.382
H -9.666 -8.632 17.269
*
```

Properties
HOMO = -6.38 eV

***

Entry 3:
Entry from OMol25: C4H6S2 in the gas phase at a distorted geometry (the ωB97M-V functional and the def2-TZVPD basis).

ORCA input file:
```
! RIJCOSX wB97M-V def2-TZVPD def2/J DEFGRID3
* xyz 0 1
C -0.968 -1.229 0.552
C -0.294 -0.448 -0.524
S -1.236 0.813 -1.378
C 0.045 0.862 0.034
C 1.416 1.370 -0.250
S 2.552 0.558 -1.061
H -2.049 -0.927 0.847
H -0.936 -2.308 0.449
H -0.382 -1.104 1.430
H 0.363 -0.956 -1.176
H -0.400 1.134 0.989
H 1.887 2.235 0.088
*
```

Properties
structure (SMILES) = C[C@H]1S[C@@H]1C=S
HOMO = -8.78 eV

***

Entry 4:
Entry from OMol25: a molecular structure, C18H27BN8O7P2Pd (the ωB97M-V functional and the def2-TZVPD basis).

ORCA input file:
```
! RIJCOSX wB97M-V def2-TZVPD def2/J DEFGRID3
* xyz 1 2
Pd 0.038 0.411 0.117
C 2.245 0.389 3.034
C 0.783 0.195 3.252
C 0.107 -0.041 4.452
C -1.223 -0.158 4.111
N -1.335 0.001 2.782
N -0.099 0.226 2.253
B -2.540 -0.001 1.815
N -2.518 1.407 1.109
C -3.264 2.473 1.424
C -2.748 3.575 0.773
C -1.645 3.100 0.069
C -0.742 3.927 -0.787
N -1.526 1.778 0.278
N -2.341 -1.138 0.771
C -2.977 -2.326 0.795
C -2.219 -3.247 0.114
C -1.069 -2.559 -0.304
C 0.122 -3.125 -0.995
N -1.181 -1.292 0.087
N -3.889 -0.181 2.453
C -5.086 -0.068 1.814
C -6.050 -0.581 2.636
C -5.348 -1.020 3.784
C -5.897 -1.682 5.005
N -4.055 -0.788 3.659
H 2.783 0.193 3.959
H 2.464 1.411 2.724
H 2.618 -0.286 2.265
H 0.538 -0.126 5.434
H -2.100 -0.362 4.699
H -4.105 2.378 2.088
H -3.124 4.584 0.792
H -1.216 4.894 -0.951
H -0.581 3.466 -1.755
H 0.504 4.658 0.580
H -3.913 -2.436 1.318
H -2.439 -4.287 -0.048
H 0.353 -4.096 -0.557
H 0.989 -2.478 -0.892
H -0.077 -3.262 -2.056
H -5.158 0.361 0.827
H -7.110 -0.632 2.452
H -6.919 -1.357 5.196
H -5.286 -1.446 5.874
H -5.910 -2.766 4.886
C 1.920 2.501 -3.091
C 1.842 1.124 -2.462
O 2.544 0.182 -3.257
P 0.114 0.444 -2.165
O 0.570 4.138 -0.230
O -0.928 1.522 -2.722
O 0.009 -0.860 -2.843
P 2.591 0.962 -0.814
O 4.145 1.147 -0.901
O 2.107 2.121 0.116
O 2.111 -0.341 -0.237
H 1.386 2.507 -4.040
H 2.966 2.740 -3.281
H 1.500 3.279 -2.452
H 1.977 -0.599 -3.387
H 1.629 2.964 -0.148
H -1.502 1.133 -3.400
H 4.611 0.457 -1.395
*
```

Properties
HOMO (spin up / spin down) = -11.63 / -11.63 eV

***

Entry 5:
Entry from OMol25: C3H8F2Si in the gas phase (the ωB97M-V functional and the def2-TZVPD basis).

ORCA input file:
```
! RIJCOSX wB97M-V def2-TZVPD def2/J DEFGRID3
* xyz 0 1
F 0.824 1.749 -0.896
C -0.235 1.847 -0.005
C -0.834 0.477 0.227
C 0.211 -0.537 0.771
Si 0.623 -1.741 -0.596
F 1.485 -2.982 -0.056
H 0.147 2.255 0.932
H -0.964 2.531 -0.435
H -1.658 0.583 0.930
H -1.266 0.134 -0.718
H 1.117 0.005 1.038
H -0.175 -1.053 1.646
H -0.641 -2.232 -1.184
H 1.367 -1.036 -1.654
*
```

Properties
structure (SMILES) = FCCC[SiH2]F
HOMO = -11.00 eV

***

Entry 6:
Entry from OMol25: a gas-phase ion, C4H9N2 (charge +1) at a distorted geometry (the ωB97M-V functional and the def2-TZVPD basis).

ORCA input file:
```
! RIJCOSX wB97M-V def2-TZVPD def2/J DEFGRID3
* xyz 1 3
C 3.863 -0.389 -0.136
C 1.365 0.489 0.161
C -2.210 -0.293 0.055
C -1.169 0.877 0.002
N 0.058 0.407 -0.550
N 2.823 0.310 -0.031
H 3.923 -1.508 -0.138
H 4.714 0.257 -0.171
H 0.070 -0.131 -1.400
H 1.143 0.692 1.161
H -2.382 -0.654 -1.022
H -2.075 -1.226 0.664
H -3.211 0.095 0.443
H -1.482 1.595 -0.688
H -0.922 1.171 0.992
*
```

Properties
HOMO (spin up / spin down) = -11.67 / -14.89 eV